Record 1
ORCA calculation (wB97M-V/def2-TZVPD) on a cluster of 2 separate species, C5H13N4 in total in a non-equilibrium geometry.

Element x y z (Å)
N  0.256  0.938  -0.110
N  -1.218  1.075  -1.910
N  1.989  -0.643  0.568
N  0.213  1.289  1.117
C  -1.353  -1.046  -0.735
C  -1.035  1.194  1.592
C  -1.055  0.505  -0.629
C  1.613  -0.988  1.872
C  -2.002  1.117  0.510
H  -1.146  -1.623  0.298
H  -2.494  1.969  0.267
H  2.705  0.006  0.497
H  -1.094  1.567  2.609
H  0.743  -1.604  1.853
H  -0.775  -1.439  -1.473
H  -0.778  0.605  -2.639
H  1.951  -1.302  -0.288
H  -2.706  0.413  0.732
H  1.294  -0.011  2.383
H  2.455  -1.405  2.479
H  -2.380  -1.059  -1.008
H  -0.787  2.078  -2.059

As for the maximum force: 4.8 eV/Å. The calculation puts the energy above the lowest of the compared OMol25 structures with the same formula, charge and spin at 123.6 kcal/mol. As for the total charge: +1. The calculation puts the HOMO energy (alpha / beta) at -0.48151 / -0.50727 hartree. Its orbital gap (alpha / beta) is 6.40 / 7.74 eV. The LUMO energy (alpha / beta) is -6.700 / -6.067 eV.

Taken from the Löwdin analysis, the atomic charges in e are: number 1, N, carries 0.13; number 2, N, carries 0.10; number 3, N, carries 0.05; number 4, N, carries 0.00; number 5, C, carries 0.03; number 6, C, carries 0.02; number 7, C, carries -0.53; number 8, C, carries -0.14; number 9, C, carries -0.03; number 10, H, carries 0.14; number 11, H, carries 0.11; number 12, H, carries 0.08; number 13, H, carries 0.14; number 14, H, carries 0.07; number 15, H, carries 0.04; number 16, H, carries 0.06; number 17, H, carries 0.17; number 18, H, carries 0.09; number 19, H, carries 0.10; number 20, H, carries 0.12; number 21, H, carries 0.08; number 22, H, carries 0.16

Record 2
ORCA calculation (wB97M-V/def2-TZVPD) on a structure of composition C40H36BrN9O3SW in a non-equilibrium geometry.

Element x y z (Å)
W  -0.847  -0.365  -0.082
Br  1.683  -3.260  -3.717
S  -1.683  1.206  1.812
O  0.806  -1.262  -0.766
O  -1.651  -3.739  -3.168
O  -1.518  -2.657  -1.203
N  -1.346  -0.335  -2.239
N  -4.172  1.112  2.725
N  -1.487  8.979  -3.877
N  1.782  -4.421  2.662
N  -1.755  -1.775  1.348
N  0.880  -0.255  1.226
N  2.750  -1.788  0.389
N  -3.010  -0.132  -0.323
N  -3.890  0.143  0.690
C  -5.021  -0.722  -1.602
C  4.220  0.914  2.394
C  2.077  3.152  1.071
C  -0.619  1.595  -0.847
C  -0.182  -5.283  -0.600
C  4.329  0.221  3.583
C  -0.367  -1.440  4.047
C  -0.779  2.697  -1.355
C  0.628  -2.646  1.227
C  0.794  -0.558  4.467
C  -0.696  -2.328  1.305
C  1.356  -1.491  0.505
C  0.288  0.770  5.054
C  -1.139  -3.502  -2.063
C  0.028  -4.394  -1.654
C  0.801  -6.158  -0.178
C  2.279  -5.275  -1.843
C  3.019  0.987  1.700
C  -1.370  7.915  -3.450
C  -2.979  -0.894  -3.870
C  -3.553  -0.503  -1.444
C  -1.150  5.491  -3.780
C  -0.407  -0.306  -3.181
C  1.863  0.243  2.142
C  1.271  -4.419  -2.263
C  1.927  -0.228  3.490
C  2.838  1.611  -0.838
C  3.170  -0.270  4.137
C  3.026  2.049  0.611
C  -3.327  0.763  1.684
C  -1.008  4.219  -3.271
C  -1.153  6.386  -1.538
C  -0.702  -0.548  -4.507
C  -1.010  5.114  -1.029
C  -1.224  6.590  -2.919
C  2.042  -6.151  -0.799
C  -2.010  -0.865  -4.849
C  -2.622  -0.614  -2.554
C  -0.932  3.993  -1.881
C  1.258  -3.615  2.009
H  3.248  -5.234  -2.324
H  -1.000  -1.616  4.925
H  -0.959  4.952  0.039
H  2.842  2.491  -1.490
H  0.596  -0.094  -2.839
H  5.084  1.428  1.986
H  0.619  -6.809  0.667
H  -0.977  -0.974  3.283
H  -3.996  -1.163  -4.108
H  -0.398  0.577  5.886
H  5.279  0.122  4.095
H  2.136  4.019  0.408
H  -4.993  0.529  2.783
H  1.291  -1.078  5.292
H  3.186  -1.866  1.302
H  -5.321  -0.688  -2.645
H  -5.577  0.024  -1.038
H  -0.247  1.342  4.301
H  -0.020  -2.406  3.683
H  3.208  -0.720  5.123
H  -1.215  7.236  -0.871
H  1.906  1.080  -0.988
H  -1.209  5.648  -4.849
H  3.207  -1.048  -0.126
H  1.054  2.807  1.085
H  3.661  0.961  -1.152
H  -1.137  -5.246  -0.090
H  2.347  3.465  2.085
H  4.029  2.491  0.663
H  -3.698  1.259  3.600
H  -0.953  3.367  -3.936
H  -2.262  -1.125  -5.869
H  0.092  -0.542  -5.239
H  2.833  -6.807  -0.456
H  1.119  1.376  5.423
H  -5.281  -1.703  -1.195

As for the maximum force: 1.9 eV/Å. The calculation puts the energy above the lowest of the compared OMol25 structures with the same formula, charge and spin at 46.2 kcal/mol. As for the total charge: -2. The calculation puts the HOMO energy (alpha / beta) at -0.04568 / -0.04189 hartree. Its orbital gap (alpha / beta) is 5.41 / 5.31 eV. The LUMO energy (alpha / beta) is 4.166 / 4.166 eV.

Taken from the Löwdin analysis, the atomic charges in e are: number 1, W, carries 1.54; number 2, Br, carries 0.75; number 3, S, carries 0.71; number 4, O, carries -0.29; number 5, O, carries -0.01; number 6, O, carries -0.09; number 7, N, carries -0.05; number 8, N, carries 0.04; number 9, N, carries 0.11; number 10, N, carries 0.10; number 11, N, carries 0.02; number 12, N, carries -0.08; number 13, N, carries 0.15; number 14, N, carries -0.12; number 15, N, carries 0.00; number 16, C, carries -0.03; number 17, C, carries -0.08; number 18, C, carries -0.06; number 19, C, carries -0.21; number 20, C, carries -0.04; number 21, C, carries -0.11; number 22, C, carries -0.08; number 23, C, carries -0.11; number 24, C, carries -0.20; number 25, C, carries -0.36; number 26, C, carries -0.31; number 27, C, carries -0.65; number 28, C, carries -0.07; number 29, C, carries -0.64; number 30, C, carries -0.16; number 31, C, carries -0.10; number 32, C, carries -0.15; number 33, C, carries -0.15; number 34, C, carries -0.22; number 35, C, carries -0.01; number 36, C, carries -0.26; number 37, C, carries -0.05; number 38, C, carries -0.13; number 39, C, carries -0.15; number 40, C, carries -0.60; number 41, C, carries -0.11; number 42, C, carries -0.06; number 43, C, carries -0.07; number 44, C, carries -0.37; number 45, C, carries -0.85; number 46, C, carries -0.03; number 47, C, carries -0.05; number 48, C, carries -0.07; number 49, C, carries -0.03; number 50, C, carries -0.27; number 51, C, carries -0.11; number 52, C, carries -0.06; number 53, C, carries -0.21; number 54, C, carries -0.24; number 55, C, carries -0.29; number 56, H, carries 0.08; number 57, H, carries 0.08; number 58, H, carries 0.12; number 59, H, carries 0.08; number 60, H, carries 0.11; number 61, H, carries 0.10; number 62, H, carries 0.09; number 63, H, carries 0.01; number 64, H, carries 0.10; number 65, H, carries 0.07; number 66, H, carries 0.09; number 67, H, carries 0.07; number 68, H, carries 0.08; number 69, H, carries 0.11; number 70, H, carries 0.08; number 71, H, carries 0.06; number 72, H, carries 0.07; number 73, H, carries 0.03; number 74, H, carries 0.06; number 75, H, carries 0.10; number 76, H, carries 0.11; number 77, H, carries 0.03; number 78, H, carries 0.11; number 79, H, carries 0.06; number 80, H, carries 0.05; number 81, H, carries 0.07; number 82, H, carries 0.12; number 83, H, carries 0.08; number 84, H, carries 0.11; number 85, H, carries 0.06; number 86, H, carries 0.11; number 87, H, carries 0.10; number 88, H, carries 0.10; number 89, H, carries 0.09; number 90, H, carries 0.07; number 91, H, carries 0.09

Record 3
ORCA calculation (wB97M-V/def2-TZVPD) on a structure of composition C16H53B2CoNO12 in a non-equilibrium geometry.

Element x y z (Å)
Co  11.631  -9.645  6.827
O  8.445  -12.980  16.892
O  7.079  -8.436  7.504
O  9.868  -6.733  10.040
O  7.682  -6.774  2.406
O  8.065  -5.175  12.775
O  8.355  -7.021  5.311
O  10.978  -8.204  5.398
O  7.468  -11.469  8.210
O  9.616  -10.888  12.432
O  10.925  -11.164  5.306
O  11.599  -11.778  7.877
O  12.315  -7.731  7.757
N  7.549  -11.696  14.331
C  6.760  -6.843  3.499
C  11.377  -12.475  5.651
C  12.611  -6.899  6.642
C  8.630  -13.352  18.233
C  11.371  -6.858  5.797
C  10.094  -9.558  12.538
C  7.407  -6.178  4.689
C  6.857  -12.675  15.152
C  8.704  -6.356  10.741
C  10.955  -12.771  7.065
C  6.502  -10.818  7.419
C  7.601  -12.062  12.935
C  7.144  -12.490  16.614
C  9.065  -5.332  11.795
C  6.153  -9.434  7.932
C  8.241  -10.971  12.132
B  13.888  -10.004  6.382
B  9.878  -9.314  8.365
H  14.801  -9.214  6.349
H  7.140  -11.413  16.835
H  12.782  -7.436  8.543
H  7.950  -5.290  4.359
H  10.956  -9.507  8.882
H  11.219  -13.788  7.362
H  8.099  -13.029  12.771
H  8.069  -11.123  11.057
H  9.763  -9.080  13.468
H  10.072  -11.201  4.866
H  13.067  -9.727  5.544
H  6.834  -10.713  6.375
H  7.912  -8.605  7.964
H  9.716  -8.164  8.054
H  9.868  -12.648  7.159
H  13.428  -10.008  7.485
H  9.007  -9.720  9.102
H  7.900  -5.995  10.081
H  7.928  -7.684  5.874
H  11.294  -11.869  8.786
H  9.800  -9.929  7.341
H  6.605  -7.894  3.775
H  7.887  -14.093  18.567
H  8.303  -7.258  11.230
H  6.394  -12.983  17.239
H  5.773  -12.684  14.977
H  9.810  -8.973  11.663
H  7.743  -10.025  12.384
H  11.512  -6.219  4.921
H  5.810  -6.379  3.223
H  9.306  -4.371  11.315
H  7.139  -13.706  14.858
H  6.562  -12.124  12.588
H  12.855  -5.878  6.947
H  5.170  -9.134  7.571
H  7.221  -6.941  1.581
H  10.524  -6.410  6.319
H  10.000  -5.626  12.274
H  13.448  -7.268  6.045
H  9.624  -13.784  18.308
H  10.965  -13.222  4.968
H  6.656  -5.821  5.404
H  5.585  -11.407  7.421
H  14.324  -11.111  6.158
H  7.238  -4.936  12.346
H  8.482  -11.534  14.693
H  11.176  -9.657  12.624
H  8.205  -10.858  8.359
H  9.756  -7.573  9.563
H  10.578  -8.083  4.533
H  6.162  -9.478  9.027
H  12.462  -12.482  5.553
H  8.527  -12.507  18.929

As for the maximum force: 1.4 eV/Å. As for the total charge: 0. The calculation puts the HOMO energy (alpha / beta) at -0.31296 / -0.31296 hartree. The spin multiplicity is 4. Its orbital gap (alpha / beta) is 8.70 / 8.65 eV. The LUMO energy (alpha / beta) is 0.187 / 0.138 eV.

Taken from the Löwdin analysis, the atomic charges in e are: number 1, Co, carries 0.65; number 2, O, carries -0.19; number 3, O, carries -0.10; number 4, O, carries -0.09; number 5, O, carries -0.07; number 6, O, carries -0.06; number 7, O, carries -0.08; number 8, O, carries -0.11; number 9, O, carries -0.09; number 10, O, carries -0.19; number 11, O, carries -0.09; number 12, O, carries -0.11; number 13, O, carries -0.11; number 14, N, carries -0.06; number 15, C, carries -0.24; number 16, C, carries -0.19; number 17, C, carries -0.20; number 18, C, carries -0.13; number 19, C, carries -0.18; number 20, C, carries -0.09; number 21, C, carries -0.24; number 22, C, carries -0.23; number 23, C, carries -0.26; number 24, C, carries -0.19; number 25, C, carries -0.25; number 26, C, carries -0.23; number 27, C, carries -0.23; number 28, C, carries -0.26; number 29, C, carries -0.22; number 30, C, carries -0.24; number 31, B, carries -0.36; number 32, B, carries -0.36; number 33, H, carries -0.01; number 34, H, carries 0.13; number 35, H, carries 0.13; number 36, H, carries 0.12; number 37, H, carries 0.04; number 38, H, carries 0.13; number 39, H, carries 0.13; number 40, H, carries 0.11; number 41, H, carries 0.09; number 42, H, carries 0.12; number 43, H, carries -0.01; number 44, H, carries 0.12; number 45, H, carries 0.00; number 46, H, carries 0.02; number 47, H, carries 0.12; number 48, H, carries -0.01; number 49, H, carries 0.04; number 50, H, carries 0.12; number 51, H, carries 0.06; number 52, H, carries 0.11; number 53, H, carries 0.02; number 54, H, carries 0.12; number 55, H, carries 0.09; number 56, H, carries 0.11; number 57, H, carries 0.12; number 58, H, carries 0.12; number 59, H, carries 0.06; number 60, H, carries 0.12; number 61, H, carries 0.14; number 62, H, carries 0.12; number 63, H, carries 0.12; number 64, H, carries 0.12; number 65, H, carries 0.13; number 66, H, carries 0.14; number 67, H, carries 0.12; number 68, H, carries 0.08; number 69, H, carries 0.12; number 70, H, carries 0.12; number 71, H, carries 0.11; number 72, H, carries 0.09; number 73, H, carries 0.13; number 74, H, carries 0.12; number 75, H, carries 0.12; number 76, H, carries -0.01; number 77, H, carries 0.08; number 78, H, carries 0.11; number 79, H, carries 0.09; number 80, H, carries -0.01; number 81, H, carries -0.01; number 82, H, carries 0.11; number 83, H, carries 0.13; number 84, H, carries 0.12; number 85, H, carries 0.09

What is the formula in the first record?
C5H13N4